[1]
Entry from the Open Molecules 2025 dataset: a molecular structure, C38H25GeN8OS2Tl (ωB97M-V/def2-TZVPD).

The geometry in XYZ format:
```
76
C38H25GeN8OS2Tl (ωB97M-V/def2-TZVPD)
Tl 1.4757 -1.9616 -2.3684
O -0.1178 -2.9278 -0.2484
N -1.2752 -2.3312 0.0579
C -2.3684 -3.1606 0.0914
C -3.4854 -2.9873 0.9476
C -4.0186 -1.8540 1.4914
C -3.7108 -0.5129 1.0314
C -2.6044 -0.2483 0.3037
S -2.5307 0.9896 -0.9551
H -2.1633 -4.1178 -0.3624
H -4.0060 -3.9177 1.1730
H -4.8907 -1.9856 2.1296
H -4.5046 0.2363 1.0731
S -1.3214 5.4407 -4.0940
N -1.7788 4.0092 -4.6826
C -1.0008 3.1170 -4.1190
C -1.0243 1.6800 -4.3742
C -1.9006 1.0934 -5.2807
C -1.8399 -0.2637 -5.4902
C -0.9050 -0.9874 -4.7632
N -0.0883 -0.4443 -3.8795
C -0.1419 0.8720 -3.6646
C 0.8132 1.4578 -2.6810
N 1.6111 0.6302 -2.0008
C 2.5455 1.1285 -1.2069
C 2.7482 2.4889 -1.0301
C 1.8973 3.3516 -1.6783
C 0.9084 2.8346 -2.5082
C -0.0420 3.6844 -3.2184
N -0.1158 4.9883 -3.1207
H -2.6164 1.7221 -5.7970
H -2.5042 -0.7651 -6.1801
H -0.8166 -2.0622 -4.8978
H 3.1602 0.4036 -0.6764
H 3.5377 2.8451 -0.3830
H 1.9698 4.4261 -1.5557
C -1.3517 -1.0715 0.5284
Ge -0.0353 -0.5165 1.8479
C 1.6218 -1.5647 2.0621
C 2.8220 -0.9890 2.5006
C 3.9581 -1.7561 2.7558
C 3.9165 -3.1307 2.5804
C 2.7334 -3.7222 2.1485
C 1.6039 -2.9533 1.8935
C -1.0367 -0.9417 3.5220
C -1.8556 -0.0020 4.1549
C -2.7605 -0.3810 5.1435
C -2.8564 -1.7111 5.5290
C -2.0302 -2.6571 4.9308
C -1.1385 -2.2745 3.9395
C 0.1784 1.4475 2.0091
C -0.9457 2.2200 1.6752
C -0.9405 3.6053 1.8159
C 0.1789 4.2616 2.3148
C 1.2941 3.5168 2.6756
C 1.2898 2.1323 2.5200
H 2.8954 0.0741 2.6464
H 4.8699 -1.2737 3.0932
H 4.7975 -3.7340 2.7686
H 2.6902 -4.7943 1.9917
H 0.7142 -3.4307 1.4990
H -1.8005 1.0429 3.8664
H -3.4050 0.3635 5.5985
H -3.5716 -2.0108 6.2866
H -2.1047 -3.7005 5.2162
H -0.5195 -3.0340 3.4723
H -1.8316 1.7447 1.2716
H -1.8213 4.1682 1.5246
H 0.1842 5.3424 2.4159
H 2.1774 4.0112 3.0695
H 2.1801 1.6039 2.8192
N 4.4224 -1.9132 -8.4523
C 4.4437 -1.4382 -7.3863
N 4.5424 -0.8339 -6.2245
C 4.0068 -1.1676 -5.0876
N 3.5892 -1.4035 -4.0188
```

For the total energy, the calculation gives -136658.0058 eV. Its relative energy (zero: lowest compared OMol25 entry of this formula, charge and spin) is 40.7 kcal per mole. As for the multiplicity: 1. For the largest force on an atom, the calculation gives 0.820 eV/A. As for the net charge: -2. As for the lowest unoccupied orbital energy: 3.4 eV.

[2]
Entry from the Open Molecules 2025 dataset: a molecular structure, C38H27Cl2CoGeN4O2S (ωB97M-V/def2-TZVPD).

The geometry in XYZ format:
```
76
C38H27Cl2CoGeN4O2S (ωB97M-V/def2-TZVPD)
Co 0.7101 -0.7065 -0.7900
Cl -4.9843 -3.7784 2.5776
C -3.8150 -2.8234 1.7401
C -3.9480 -1.4288 1.7370
C -3.0337 -0.6502 1.0762
Cl -3.1955 1.0709 1.0962
C -1.9349 -1.2080 0.3610
O -1.1353 -0.4494 -0.3058
C -1.8059 -2.6277 0.4282
C -0.6726 -3.2831 -0.1562
O 0.3061 -2.7508 -0.6820
C -2.7602 -3.4120 1.0994
H -4.7780 -0.9713 2.2582
H -0.6906 -4.3827 -0.1088
H -2.6505 -4.4898 1.1136
S 2.5888 -2.5472 -3.5109
C 0.9901 -2.9787 -3.9512
C 0.0890 -2.0149 -3.6364
C 0.6748 -0.8630 -3.0223
C 2.0512 -1.0344 -2.8965
C 2.9428 -0.0489 -2.2827
C 4.2349 0.2397 -2.7020
C 4.9373 1.2252 -2.0285
C 4.3334 1.8945 -0.9720
C 3.0494 1.5364 -0.6052
N 2.3758 0.5795 -1.2374
H 0.8098 -3.9339 -4.4198
H -0.9692 -2.1008 -3.8405
H 4.6626 -0.2852 -3.5454
H 5.9429 1.4791 -2.3358
H 4.8515 2.6789 -0.4396
H 2.5347 2.0265 0.2127
Ge -0.1864 0.9348 -3.3883
C -2.0728 0.5234 -3.6721
C -3.0327 0.6587 -2.6724
C -4.3546 0.3194 -2.9221
C -4.7247 -0.1656 -4.1683
C -3.7743 -0.3047 -5.1711
C -2.4556 0.0449 -4.9246
C 0.2873 2.4366 -2.2255
C 1.1021 3.4333 -2.7587
C 1.4442 4.5454 -2.0026
C 0.9699 4.6747 -0.7048
C 0.1513 3.6904 -0.1675
C -0.1908 2.5779 -0.9237
H 0.4441 1.2398 -4.7540
H -2.7454 1.0336 -1.6964
H -5.0986 0.4357 -2.1442
H -5.7562 -0.4296 -4.3620
H -4.0600 -0.6842 -6.1435
H -1.7154 -0.0423 -5.7135
H 1.4709 3.3378 -3.7742
H 2.0725 5.3162 -2.4301
H 1.2257 5.5488 -0.1198
H -0.2363 3.7953 0.8390
H -0.8379 1.8226 -0.4999
N -0.5828 0.7946 9.6413
C -0.2216 0.5383 8.5814
C 0.2150 0.2163 7.2556
C 1.5540 -0.0721 7.0029
C 1.9639 -0.3782 5.7191
C 1.0361 -0.4091 4.6869
C -0.3033 -0.1302 4.9337
C -0.7116 0.1893 6.2141
N 1.4520 -0.7364 3.3682
C 2.4280 -1.6401 3.0103
C 2.4361 -1.6717 1.6511
N 1.4942 -0.7911 1.1731
C 0.9154 -0.2565 2.2257
H 2.2694 -0.0469 7.8129
H 3.0087 -0.5744 5.5176
H -1.0309 -0.1807 4.1336
H -1.7505 0.4056 6.4202
H 2.9957 -2.1974 3.7339
H 3.0498 -2.2620 0.9917
H 0.1452 0.4984 2.1958
```

For the total energy, the calculation gives -179918.6159 eV. Its relative energy (zero: lowest compared OMol25 entry of this formula, charge and spin) is 3.1 kcal per mole. As for the multiplicity: 4. For the largest force on an atom, the calculation gives 0.603 eV/A. As for the net charge: +1. As for the lowest unoccupied orbital energy (spin up / spin down): -3.0 / -3.2 eV.

[3]
Entry from the Open Molecules 2025 dataset: a molecular structure, C38H28BaBrN5OS2 at a distorted geometry (ωB97M-V/def2-TZVPD).

The geometry in XYZ format:
```
76
C38H28BaBrN5OS2 (ωB97M-V/def2-TZVPD)
Ba -0.8132 0.8940 -0.2759
Br 0.9918 -2.0193 -8.1560
C 0.4170 -1.8097 -6.3607
C -0.9041 -1.8433 -6.0566
C -1.2713 -1.6091 -4.7571
C -0.3527 -1.1014 -3.7210
O -0.8172 -0.5853 -2.6417
C 1.0130 -1.1885 -4.1111
C 1.9721 -0.4762 -3.2027
N 2.5189 -0.9633 -2.1900
C 3.3008 -0.1942 -1.3453
C 4.3465 0.6317 -1.7145
C 5.1958 1.3011 -0.8082
C 5.0210 1.0525 0.5381
C 3.9524 0.2607 0.9546
C 3.8422 -0.0607 2.2790
C 2.7533 -0.7942 2.7151
C 1.7794 -1.1153 1.7123
N 1.8562 -0.8422 0.4365
C 3.0209 -0.2598 0.0454
C 1.4085 -1.5456 -5.3791
H -1.6639 -2.2214 -6.7237
H -2.3101 -1.7077 -4.4707
H 2.2295 0.5641 -3.5366
H 4.5329 0.7136 -2.7839
H 6.0451 1.9241 -1.1903
H 5.6413 1.5078 1.3163
H 4.5703 0.3954 2.9440
H 2.5174 -1.0531 3.7153
H 0.8669 -1.5770 2.0544
H 2.4409 -1.6183 -5.7984
C 2.1135 3.0766 3.3746
C 1.3290 2.6861 2.2565
N 0.3908 1.7391 2.3878
C 0.2224 1.0779 3.5572
C 1.0948 1.2512 4.6665
C 2.0298 2.3532 4.5435
C 0.9900 0.4166 5.8069
C 0.1987 -0.7055 5.7533
C -0.6232 -0.9711 4.6626
C -0.7307 0.0106 3.6109
N -1.6095 -0.0333 2.5440
C -2.6383 -0.8930 2.6211
C -3.4093 -1.1370 3.7637
C -4.3860 -2.1193 3.7620
C -4.6998 -2.8106 2.6626
C -4.0586 -2.5696 1.4557
C -4.4912 -3.1626 0.2368
C -3.7674 -2.9457 -0.8915
C -2.6972 -2.0202 -0.8816
N -2.3788 -1.3637 0.2194
C -2.9828 -1.6404 1.4443
H 2.7671 3.9056 3.3000
H 1.5163 3.0674 1.2500
H 2.6368 2.5566 5.4105
H 1.6451 0.5709 6.7017
H 0.2262 -1.3867 6.5844
H -1.3850 -1.7725 4.6908
H -3.1181 -0.6259 4.6670
H -4.8942 -2.1912 4.7227
H -5.5037 -3.5179 2.6918
H -5.4340 -3.6555 0.2005
H -4.0361 -3.4001 -1.8947
H -2.1755 -1.7437 -1.7694
C -2.8647 3.2083 -2.9604
C -1.4865 3.2118 -2.2536
S -1.7385 3.7472 -0.5892
C -0.3478 2.7026 -2.7713
C -0.3415 2.1281 -4.2044
S 1.2454 2.6844 -2.0521
H -3.1698 4.2478 -3.1395
H -3.5611 2.7987 -2.2338
H -2.9972 2.6267 -3.7999
H 0.3233 2.7636 -4.7638
H -1.3230 2.0958 -4.6481
H 0.0190 1.0792 -4.1829
```

For the total energy, the calculation gives -141768.5675 eV. Its relative energy (zero: lowest compared OMol25 entry of this formula, charge and spin) is 0.9 kcal per mole. As for the multiplicity: 1. For the largest force on an atom, the calculation gives 2.891 eV/A. As for the net charge: -2. As for the lowest unoccupied orbital energy: 4.0 eV.